# 1
Below is a 2-piece molecular cluster, C5H7BrFNO overall at a distorted geometry, with properties calculated with ωB97M-V with the def2-TZVPD basis set.

* HOMO energy (spin up / spin down): -9.0 / -7.1 eV
* energy: -2998.381608 hartree

Geometry (Å):
1 C -0.43 -0.86 -0.18
2 C 0.43 -2.37 1.72
3 C 0.41 -1.19 0.79
4 C -0.99 1.73 -1.99
5 C -0.03 1.85 -0.88
6 N 1.47 -2.64 2.38
7 O 1.24 1.67 -0.94
8 F 1.23 -0.12 1.08
9 Br -0.61 2.93 0.68
10 H -1.31 -1.26 -0.75
11 H -0.55 -2.90 1.78
12 H -1.95 1.53 -1.47
13 H -1.30 2.76 -2.45
14 H -0.71 0.93 -2.61
15 H 1.31 -3.46 2.91
16 H 1.79 1.42 -0.09


# 2
Below is C23H16N6O2 in the gas phase at a distorted geometry, with properties calculated with ωB97M-V with the def2-TZVPD basis set.

* HOMO energy: -8.3 eV
* energy: -1364.795471 hartree
* structure (SMILES): N#Cc1ccc(/N=N/Cc2cn(-c3ccccc3)nc2-c2ccccc2)c([N+](=O)[O-])c1

Geometry (Å):
1 N 8.26 -3.05 -0.05
2 O 4.91 1.83 1.18
3 O 3.09 1.62 0.06
4 C 7.17 -2.58 -0.06
5 N -2.65 0.73 -0.62
6 N 1.95 -0.83 1.11
7 N 1.03 -1.72 1.23
8 C -2.25 -0.43 -0.09
9 C -0.71 1.01 0.55
10 C -1.03 -0.24 0.64
11 C -4.99 -3.69 -0.10
12 C -1.34 5.66 -1.21
13 C -3.92 -3.61 -1.05
14 C -5.20 -2.52 0.74
15 C -2.43 5.02 -1.66
16 C -0.22 5.02 -0.57
17 C 4.78 -2.93 -0.19
18 C 3.45 -2.48 0.11
19 C -3.01 -2.59 -1.00
20 C -4.28 -1.54 0.74
21 C -2.62 3.68 -1.14
22 C -0.25 3.62 -0.34
23 C 5.54 -0.69 0.12
24 C 5.84 -2.02 -0.15
25 C 3.17 -1.15 0.50
26 C -3.19 -1.54 -0.11
27 C -1.46 2.99 -0.55
28 C 4.28 -0.19 0.51
29 N -1.57 1.60 -0.28
30 N 4.05 1.18 0.67
31 C -0.37 -1.20 1.63
32 H 0.12 1.38 1.16
33 H -5.68 -4.58 -0.17
34 H -1.28 6.66 -1.48
35 H -3.59 -4.45 -1.71
36 H -5.99 -2.49 1.46
37 H -3.16 5.65 -2.19
38 H 0.67 5.59 -0.20
39 H 4.92 -3.96 -0.40
40 H 2.56 -3.09 -0.06
41 H -2.12 -2.52 -1.57
42 H -4.59 -0.64 1.24
43 H -3.65 3.22 -1.33
44 H 0.62 3.21 -0.01
45 H 6.49 -0.16 0.27
46 H -0.97 -2.06 1.73
47 H -0.39 -0.71 2.61


# 3
Below is C31H44BBr2HfN10O as an isolated structure at a distorted geometry, with properties calculated with ωB97M-V with the def2-TZVPD basis set.

* HOMO energy: -9.9 eV
* energy: -7051.183366 hartree
* net charge: +1

Geometry (Å):
1 Hf 0.36 -0.11 0.34
2 C 2.58 -1.61 -3.50
3 C 1.13 -1.26 -3.27
4 C 0.26 -1.28 -4.30
5 C -0.96 -0.83 -3.87
6 C -2.22 -0.72 -4.67
7 N -0.80 -0.51 -2.61
8 N 0.44 -0.76 -2.05
9 B -1.97 0.08 -1.79
10 N -2.44 -1.00 -0.59
11 N -1.58 -1.89 0.09
12 C -2.41 -2.69 0.78
13 C -2.05 -3.86 1.65
14 C -3.74 -2.34 0.58
15 C -3.71 -1.29 -0.31
16 C -4.89 -0.59 -0.91
17 N -1.58 1.59 -1.62
18 N -0.27 2.07 -1.40
19 C -0.37 3.38 -1.66
20 C 0.78 4.35 -1.71
21 C -1.66 3.77 -1.98
22 C -2.39 2.60 -1.98
23 C -3.82 2.47 -2.37
24 H 2.68 -1.85 -4.56
25 H 3.23 -0.75 -3.31
26 H 2.96 -2.44 -2.93
27 H 0.49 -1.59 -5.31
28 H -2.03 -1.06 -5.68
29 H -3.02 -1.32 -4.25
30 H -2.56 0.32 -4.71
31 H -2.91 0.12 -2.51
32 H -1.00 -4.08 1.72
33 H -2.43 -3.69 2.66
34 H -2.54 -4.75 1.26
35 H -4.61 -2.82 1.00
36 H -5.80 -1.07 -0.56
37 H -4.93 0.45 -0.59
38 H -4.88 -0.63 -1.99
39 H 1.75 3.89 -1.48
40 H 0.84 4.75 -2.72
41 H 0.62 5.18 -1.02
42 H -2.01 4.76 -2.22
43 H -4.21 3.44 -2.67
44 H -3.95 1.78 -3.21
45 H -4.43 2.11 -1.55
46 Br 0.19 -1.58 7.22
47 C 0.24 -1.24 5.38
48 C 0.22 -2.28 4.47
49 C 0.26 -1.93 3.14
50 N 0.33 -0.69 2.66
51 C 0.31 0.33 3.56
52 C 0.27 0.06 4.92
53 C 0.29 1.75 3.08
54 C 0.22 2.77 4.02
55 C 0.22 4.09 3.60
56 Br 0.13 5.47 4.88
57 C 0.28 4.37 2.26
58 C 0.35 3.30 1.39
59 N 0.34 2.02 1.75
60 H 0.17 -3.31 4.77
61 H 0.22 -2.70 2.39
62 H 0.26 0.85 5.65
63 H 0.18 2.58 5.08
64 H 0.28 5.39 1.89
65 H 0.41 3.40 0.33
66 C 3.29 1.80 -0.26
67 N 2.81 0.59 0.44
68 C 2.90 0.91 1.90
69 C 3.71 -0.55 0.16
70 C 3.30 -1.94 0.59
71 N 1.91 -2.35 0.34
72 C 1.68 -2.50 -1.08
73 C 1.70 -3.67 0.94
74 H 4.29 2.08 0.07
75 H 2.59 2.61 -0.07
76 H 3.30 1.62 -1.33
77 H 3.95 1.06 2.17
78 H 2.51 0.08 2.48
79 H 2.37 1.81 2.15
80 H 4.68 -0.33 0.64
81 H 3.88 -0.57 -0.92
82 H 3.48 -2.04 1.66
83 H 3.97 -2.65 0.08
84 H 2.30 -3.31 -1.49
85 H 1.96 -1.42 -1.68
86 H 0.64 -2.74 -1.25
87 H 2.37 -4.40 0.48
88 H 0.68 -3.98 0.76
89 H 1.92 -3.67 2.01
90 O -1.26 0.55 0.49


# 4
Below is C18H41Cl2GeN3PdSSeSi3 as an isolated structure at a distorted geometry, with properties calculated with ωB97M-V with the def2-TZVPD basis set.

* HOMO energy (spin up / spin down): -16.8 / -16.6 eV
* ⟨S²⟩: 0.7806
* energy: -7667.082358 hartree
* net charge: +3
* 2S+1: 2

Geometry (Å):
1 Pd -0.26 1.21 -1.71
2 C 1.74 -0.95 3.67
3 Si 1.99 -1.03 1.83
4 C 2.31 -2.76 1.20
5 C 3.14 0.36 1.33
6 Ge -0.04 -0.10 0.42
7 Si -1.72 -2.33 1.26
8 C -3.29 -1.34 1.32
9 C -1.47 -3.72 0.05
10 C -1.11 -2.69 2.96
11 Si -0.70 2.20 1.19
12 C 0.77 3.34 1.35
13 C -1.28 1.57 2.87
14 C -2.16 3.00 0.32
15 H 2.74 -1.13 4.07
16 H 1.09 -1.71 4.09
17 H 1.45 0.04 4.04
18 H 3.39 -2.95 1.16
19 H 1.88 -2.97 0.22
20 H 1.89 -3.49 1.91
21 H 4.14 -0.06 1.18
22 H 3.20 1.06 2.17
23 H 2.87 0.94 0.45
24 H -3.38 -0.50 0.63
25 H -3.44 -0.98 2.34
26 H -4.11 -2.03 1.09
27 H -1.38 -3.40 -0.98
28 H -2.34 -4.38 0.13
29 H -0.59 -4.31 0.32
30 H -0.99 -1.82 3.60
31 H -0.22 -3.33 2.99
32 H -1.93 -3.28 3.39
33 H 1.39 3.07 2.21
34 H 0.41 4.35 1.52
35 H 1.42 3.37 0.47
36 H -0.53 1.02 3.43
37 H -2.19 0.97 2.80
38 H -1.53 2.45 3.47
39 H -2.11 3.02 -0.77
40 H -2.20 4.04 0.64
41 H -3.09 2.52 0.61
42 Cl 1.15 3.43 -2.70
43 C -0.20 4.02 -3.72
44 Cl -1.57 2.91 -3.60
45 H 0.15 4.04 -4.74
46 H -0.48 4.99 -3.34
47 C 4.70 1.34 -2.52
48 N 3.36 0.76 -2.34
49 C 3.02 -0.40 -1.82
50 S 1.28 -0.76 -1.68
51 N 3.82 -1.38 -1.45
52 C 5.24 -1.59 -1.75
53 H 4.58 2.42 -2.59
54 H 5.17 0.99 -3.44
55 H 5.33 1.12 -1.66
56 H 2.59 1.29 -2.75
57 H 3.35 -2.15 -0.98
58 H 5.45 -1.34 -2.79
59 H 5.44 -2.65 -1.62
60 H 5.89 -1.03 -1.09
61 Se -1.78 -0.77 -1.98
62 C -3.62 -0.43 -1.75
63 C -4.48 -1.53 -1.82
64 C -5.84 -1.30 -1.72
65 N -6.36 -0.09 -1.55
66 C -5.55 0.96 -1.51
67 C -4.17 0.85 -1.61
68 H -4.10 -2.53 -1.96
69 H -6.55 -2.13 -1.78
70 H -6.01 1.93 -1.40
71 H -3.55 1.73 -1.58


# 5
Below is C27H40O5PSTi as an isolated structure at a distorted geometry, with properties calculated with ωB97M-V with the def2-TZVPD basis set.

* HOMO energy: -11.2 eV
* energy: -3018.074693 hartree
* net charge: +1

Geometry (Å):
1 Ti 0.05 -0.40 0.40
2 O 3.58 0.43 1.67
3 C 2.54 0.86 1.22
4 O 1.45 0.12 1.17
5 C 2.40 2.22 0.65
6 C 3.43 3.11 0.95
7 C 3.44 4.39 0.45
8 C 2.43 4.79 -0.42
9 C 1.40 3.92 -0.73
10 C 1.35 2.64 -0.18
11 S -0.07 1.66 -0.63
12 H 4.23 2.76 1.59
13 H 4.24 5.08 0.70
14 H 2.44 5.78 -0.85
15 H 0.61 4.22 -1.40
16 C -3.26 -1.72 1.57
17 C -2.04 -1.02 1.05
18 O -1.80 -0.90 -0.18
19 O -1.18 -0.56 1.85
20 H -4.12 -1.06 1.46
21 H -3.13 -1.97 2.62
22 H -3.46 -2.62 0.98
23 O 0.64 -1.82 -0.51
24 P 0.87 -2.84 -1.62
25 C 2.73 -2.86 -1.85
26 C 3.22 -3.10 -3.27
27 C 3.02 -1.87 -4.15
28 C 3.63 -0.62 -3.52
29 C 3.09 -0.38 -2.11
30 C 3.36 -1.61 -1.25
31 C -0.39 -2.36 -2.91
32 C -0.43 -0.88 -3.26
33 C -1.82 -0.57 -3.82
34 C -2.31 -1.69 -4.76
35 C -1.14 -2.51 -5.30
36 C -0.43 -3.24 -4.16
37 C 0.20 -4.45 -0.95
38 C 0.35 -4.52 0.58
39 C 1.71 -5.06 1.03
40 C 1.98 -6.41 0.38
41 C 1.98 -6.30 -1.14
42 C 0.67 -5.72 -1.66
43 H 3.03 -3.72 -1.23
44 H 2.72 -3.96 -3.71
45 H 4.29 -3.33 -3.23
46 H 1.95 -1.71 -4.31
47 H 3.47 -2.04 -5.13
48 H 3.41 0.25 -4.14
49 H 4.71 -0.73 -3.48
50 H 2.01 -0.19 -2.14
51 H 3.58 0.49 -1.67
52 H 3.00 -1.44 -0.22
53 H 4.44 -1.78 -1.19
54 H -1.31 -2.53 -2.32
55 H 0.33 -0.62 -4.00
56 H -0.27 -0.27 -2.36
57 H -1.79 0.38 -4.34
58 H -2.52 -0.47 -2.98
59 H -2.86 -1.26 -5.59
60 H -2.99 -2.36 -4.24
61 H -0.45 -1.85 -5.82
62 H -1.50 -3.24 -6.03
63 H 0.58 -3.51 -4.49
64 H -0.96 -4.17 -3.94
65 H -0.87 -4.33 -1.16
66 H -0.42 -5.19 0.96
67 H 0.18 -3.53 1.02
68 H 1.69 -5.18 2.12
69 H 2.50 -4.35 0.78
70 H 1.22 -7.13 0.69
71 H 2.94 -6.80 0.72
72 H 2.12 -7.29 -1.58
73 H 2.83 -5.69 -1.46
74 H -0.11 -6.48 -1.51
75 H 0.74 -5.54 -2.73


# 6
Below is C36H57BaBrN4O8P2 as an isolated structure at a distorted geometry, with properties calculated with ωB97M-V with the def2-TZVPD basis set.

* HOMO energy: -12.9 eV
* energy: -5508.933151 hartree
* net charge: +2

Geometry (Å):
1 Ba -0.73 0.70 0.62
2 C -2.71 5.06 0.69
3 C -1.41 4.78 0.29
4 C -0.38 4.86 1.22
5 C -0.64 5.22 2.54
6 C -1.95 5.48 2.94
7 C -2.99 5.39 2.01
8 H -3.51 5.07 -0.04
9 H -1.19 4.55 -0.75
10 H 0.65 4.70 0.89
11 H 0.18 5.33 3.24
12 H -2.16 5.77 3.96
13 H -4.00 5.63 2.32
14 C -4.55 2.30 -0.52
15 O -3.58 1.27 -0.75
16 C -3.87 0.36 -1.73
17 C -4.94 0.48 -2.59
18 C -5.15 -0.51 -3.56
19 Br -6.60 -0.36 -4.72
20 C -4.29 -1.57 -3.67
21 C -3.20 -1.68 -2.80
22 C -3.01 -0.72 -1.84
23 O -1.98 -0.81 -0.92
24 C -2.23 -2.78 -2.88
25 N -1.18 -2.85 -2.10
26 C -0.50 -4.02 -2.48
27 C 0.69 -4.58 -2.00
28 C 1.14 -5.75 -2.59
29 C 0.42 -6.35 -3.65
30 C -0.75 -5.80 -4.13
31 C -1.18 -4.63 -3.52
32 N -2.30 -3.81 -3.75
33 H -4.59 2.99 -1.36
34 H -4.24 2.84 0.36
35 H -5.53 1.86 -0.35
36 H -5.62 1.32 -2.53
37 H -4.47 -2.31 -4.44
38 H -1.45 -1.66 -1.20
39 H 1.24 -4.11 -1.20
40 H 2.04 -6.22 -2.24
41 H 0.80 -7.26 -4.09
42 H -1.30 -6.27 -4.94
43 H -3.01 -3.96 -4.44
44 N -3.40 -0.25 1.89
45 C -3.37 -0.59 3.33
46 C -3.16 0.65 4.19
47 C -1.82 1.36 4.01
48 N -1.77 2.13 2.72
49 H -4.09 0.48 1.75
50 H -3.72 -1.05 1.35
51 H -2.55 -1.30 3.51
52 H -4.28 -1.09 3.65
53 H -3.27 0.37 5.24
54 H -3.98 1.36 3.99
55 H -1.01 0.61 4.01
56 H -1.66 2.03 4.85
57 H -0.90 2.67 2.73
58 H -2.50 2.84 2.73
59 C 2.01 -3.49 1.91
60 C 0.75 -2.87 2.45
61 C -0.50 -3.31 1.73
62 O 0.76 -1.36 2.39
63 P 1.62 -0.37 1.60
64 O 1.04 0.98 1.95
65 C 1.31 -0.70 -0.19
66 P 1.55 0.92 -1.07
67 O 0.49 1.93 -0.71
68 O 1.49 0.69 -2.58
69 C 2.47 -0.19 -3.33
70 C 1.70 -1.38 -3.82
71 C 3.06 0.66 -4.40
72 O 2.97 1.24 -0.62
73 C 3.74 2.47 -1.11
74 C 3.57 3.57 -0.11
75 C 5.15 2.01 -1.30
76 O 3.09 -0.52 1.92
77 C 3.73 -0.05 3.24
78 C 4.78 -1.06 3.56
79 C 4.22 1.35 3.01
80 H 1.99 -4.56 2.15
81 H 2.91 -3.07 2.34
82 H 2.08 -3.40 0.82
83 H 0.66 -3.08 3.50
84 H -0.36 -3.25 0.64
85 H -1.36 -2.70 2.02
86 H -0.73 -4.35 1.98
87 H 0.25 -1.00 -0.27
88 H 1.96 -1.48 -0.61
89 H 3.24 -0.50 -2.62
90 H 0.83 -1.06 -4.40
91 H 1.36 -2.02 -3.00
92 H 2.35 -1.98 -4.47
93 H 2.27 1.09 -5.02
94 H 3.69 0.04 -5.04
95 H 3.67 1.47 -4.00
96 H 3.31 2.76 -2.07
97 H 4.00 3.29 0.86
98 H 2.51 3.82 0.04
99 H 4.08 4.47 -0.47
100 H 5.58 1.68 -0.34
101 H 5.76 2.84 -1.68
102 H 5.22 1.18 -2.00
103 H 2.95 -0.05 4.00
104 H 5.49 -1.15 2.74
105 H 4.37 -2.04 3.78
106 H 5.33 -0.73 4.45
107 H 4.97 1.36 2.21
108 H 4.69 1.70 3.93
109 H 3.41 2.03 2.76